{
  "formula": "C3H6N2O",
  "method": "ωB97M-V/def2-TZVPD",
  "symbols": ["H", "O", "N", "H", "C", "C", "C", "N", "H", "H", "H", "H"],
  "xyz": [[0.754548, 0.759129, 1.372402], [1.449654, 1.539172, 1.972644], [0.163814, -0.050652, 0.594797], [2.074229, 0.902511, 2.160431], [0.667551, -0.847858, -0.455441], [-1.122325, 0.211806, 0.341781], [-0.140565, -0.885809, -1.528871], [-1.349789, -0.202831, -0.991702], [-1.980062, 0.399788, -1.499624], [-1.865557, 0.974795, 0.814965], [-0.298132, -1.446147, -2.420995], [1.646633, -1.353904, -0.360387]],
  "atomic_forces_ev_per_a": [[2.1268, 2.2111, 1.9273], [-3.4661, 0.5185, -1.7550], [-2.5221, -2.0827, -0.7519], [2.5845, -1.8387, 1.0470], [1.3913, 0.3273, 0.6284], [1.2815, 0.9399, -3.4193], [-3.7289, 1.8482, 2.5849], [0.9094, -0.0903, 1.0985], [-0.2105, -0.5886, -0.4682], [1.8395, -1.7740, -0.5334], [0.5631, -0.1272, -0.4090], [-0.7683, 0.6565, 0.0507]],
  "nbo_charge": [0.4516, -1.0609, -0.4901, 0.4269, -0.0484, 0.2410, -0.0890, -0.5555, 0.4133, 0.2413, 0.2378, 0.2321],
  "spin_multiplicity": 1,
  "lumo_ev": 0.57,
  "largest_force_ev_per_a": 4.9,
  "homo_ev": -8.783,
  "e_above_lowest_kcal_mol": 63.8
}

***

{
  "formula": "C3H6N2O",
  "method": "ωB97M-V/def2-TZVPD",
  "symbols": ["N", "C", "C", "O", "C", "N", "H", "H", "H", "H", "H", "H"],
  "xyz": [[-1.510899, -0.886749, 0.173769], [-0.940208, -0.079725, -0.697382], [0.929064, 0.704283, 0.284154], [1.098049, 0.056986, 1.347309], [1.791233, 0.433506, -0.865417], [2.484622, 0.265578, -1.778664], [-0.597525, -1.266663, 1.159221], [-2.137507, -0.369896, 0.797357], [-0.418539, -0.544809, -1.532835], [-1.292386, 0.945745, -0.825388], [0.504890, 1.714061, 0.320284], [0.110611, -0.930314, 1.559307]],
  "atomic_forces_ev_per_a": [[0.2108, 0.2825, 0.0612], [-0.1175, -0.0309, -0.1393], [0.0155, 0.1493, 0.1445], [-0.2417, -0.0982, -0.1682], [0.6564, -0.1684, -0.8858], [-0.7674, 0.1505, 0.9400], [-0.1927, -0.1204, -0.1533], [0.1214, -0.0668, -0.0622], [-0.0397, 0.1105, 0.1668], [0.0877, -0.2232, 0.0533], [0.0471, -0.2165, -0.0295], [0.2202, 0.2316, 0.0725]],
  "nbo_charge": [-0.5904, -0.1660, 0.1407, -0.5122, 0.1941, -0.2849, 0.1123, 0.3615, 0.2016, 0.1936, 0.1858, 0.1640],
  "spin_multiplicity": 1,
  "lumo_ev": -0.56,
  "largest_force_ev_per_a": 1.2,
  "homo_ev": -9.756,
  "e_above_lowest_kcal_mol": 129.8
}